Record 1
DFT (wB97M-V/def2-TZVPD) results for a 4-piece molecular cluster, C2H11NO5 overall in a non-equilibrium geometry.

```
19
Properties=species:S:1:pos:R:3:forces:R:3:lowdin_charge:R:1
C -1.81917 1.11959 -0.49995 -0.72 0.26 0.38 -0.07
N -1.01598 0.79365 0.66178 0.00 0.60 0.25 0.04
C 0.22281 1.29657 0.89694 0.60 -0.62 -0.62 -0.62
O 0.64087 2.32891 0.12435 -0.02 0.31 -0.03 0.09
O 1.02385 0.84430 1.69504 -0.64 -0.08 0.50 0.06
H -1.63928 2.13926 -0.84176 0.42 -0.20 -0.20 0.09
H -1.68321 0.37641 -1.27904 0.06 0.20 -0.30 0.08
H -2.88225 1.19210 -0.25242 0.08 -0.43 0.27 0.09
H -1.28935 0.01611 1.25962 0.21 0.08 -0.35 0.12
H 0.27662 2.28541 -0.76661 -0.24 -0.10 0.09 0.08
H -0.05935 -2.37480 1.78013 0.20 0.36 0.01 0.03
H 0.24432 -0.89677 2.21969 0.60 0.11 -0.10 0.00
O -0.42202 -1.59346 2.21254 -0.65 -0.41 0.16 -0.06
H 2.41344 -2.71172 -0.63704 0.49 -0.02 0.14 0.05
H 1.06702 -2.76282 -1.28860 -0.38 -0.15 -0.38 0.05
O 1.54300 -2.32266 -0.58830 -0.18 0.03 0.38 -0.03
H 0.98804 -0.50591 -1.04551 0.32 0.21 -0.32 0.02
H 1.57407 0.66743 -1.86907 0.85 0.29 0.07 0.04
O 0.81658 0.10841 -1.78181 -0.99 -0.45 0.04 -0.05
```
Positions in Å, forces in eV/Å.

Output
- SMILES: CNC(=O)O.O.O.O
- ΔE to the lowest compared entry with this formula, charge and spin: 8.8 kJ/mol
- Net charge: 0
- Gap between HOMO and LUMO: 0.3686 hartree
- E_HOMO: -9.726 eV
- Spin multiplicity: 1
- Molar mass: 129.1 u

---

Record 2
DFT (wB97M-V/def2-TZVPD) results for a 4-piece molecular cluster, C2H11NO5 overall in a non-equilibrium geometry.

```
19
Properties=species:S:1:pos:R:3:forces:R:3:lowdin_charge:R:1
C -1.92723 1.56399 -0.99237 0.97 0.01 0.11 -0.06
N -1.31210 0.91401 0.16204 0.03 0.33 0.48 0.04
C -0.02795 1.14896 0.52906 -0.13 -0.35 -1.13 -0.61
O 0.63907 1.90324 -0.39132 0.37 0.49 0.26 0.07
O 0.50755 0.72061 1.52504 0.06 0.08 0.33 0.07
H -1.61616 2.60319 -1.03779 -0.33 0.26 0.25 0.08
H -1.48650 1.14468 -1.89700 -0.53 -0.31 -0.14 0.07
H -3.00215 1.47222 -0.92509 -0.10 -0.10 -0.20 0.09
H -1.88540 0.48364 0.87040 -0.01 -0.09 -0.08 0.14
H 0.93256 1.39517 -1.16438 -0.30 -0.34 0.14 0.10
H -0.45615 -2.10609 3.14680 0.23 0.25 0.08 0.03
H -0.09824 -0.84748 2.24029 0.08 -0.02 0.30 -0.01
O -0.64836 -1.64338 2.33034 -0.40 -0.23 -0.42 -0.08
H 2.63163 -2.23405 -0.59886 0.01 -0.34 0.31 0.05
H 1.68088 -3.50639 -0.63191 0.43 0.07 0.40 0.04
O 1.92586 -2.68640 -1.06563 -0.31 -0.13 -0.47 -0.05
H 0.37602 -0.98242 -1.04248 0.23 -0.26 -0.02 0.03
H 0.00825 -1.03926 -2.50794 0.12 -0.01 -0.11 0.06
O 0.59057 -0.58393 -1.89334 -0.40 0.70 -0.08 -0.05
```
Positions in Å, forces in eV/Å.

Output
- SMILES: CNC(=O)O.O.O.O
- ΔE to the lowest compared entry with this formula, charge and spin: 34.4 kJ/mol
- Net charge: 0
- Gap between HOMO and LUMO: 0.3867 hartree
- E_HOMO: -9.974 eV
- Spin multiplicity: 1
- Molar mass: 129.1 u

---

Record 3
DFT (wB97M-V/def2-TZVPD) results for the molecule C2H11NSi2 in a non-equilibrium geometry.

```
16
Properties=species:S:1:pos:R:3:forces:R:3:lowdin_charge:R:1
C 0.76538 0.82118 -1.37966 -1.80 -0.20 -1.81 -0.23
C -1.07572 -1.74909 -1.33186 -0.18 -0.25 -1.02 -0.26
N 0.00914 -0.15797 1.43765 -4.31 -2.79 -4.22 -0.36
Si 1.11864 0.62972 2.33333 0.45 0.73 1.22 0.32
Si -0.79138 -0.03899 -0.66690 2.23 0.56 3.79 0.70
H 0.77434 0.90507 -2.50530 -0.09 -0.37 1.02 0.04
H 0.84382 1.83115 -1.05475 0.09 0.81 0.62 0.00
H 1.61981 0.26389 -1.06803 0.58 -0.46 0.28 0.01
H -1.83742 -1.79781 -2.19253 1.06 0.06 1.41 0.06
H -0.10863 -2.15554 -1.69022 -0.49 0.26 0.03 0.03
H -1.36117 -2.39220 -0.49617 -0.35 -0.02 -0.19 0.02
H -0.60658 -0.84141 1.92693 0.79 0.87 -0.56 -0.02
H 0.81598 0.34255 3.76359 0.38 -0.14 0.04 -0.09
H 2.46396 0.15827 1.93718 0.40 0.54 0.21 -0.10
H 0.78837 2.06114 2.23632 0.76 0.53 -0.15 -0.10
H -2.04808 0.69269 -0.27680 0.48 -0.12 -0.66 -0.04
```
Positions in Å, forces in eV/Å.

Output
- SMILES: C[SiH](C)N[SiH3]
- ΔE to the lowest compared entry with this formula, charge and spin: 0.0 kJ/mol
- Net charge: 0
- Gap between HOMO and LUMO: 0.3361 hartree
- E_HOMO: -8.456 eV
- Spin multiplicity: 1
- Molar mass: 105.3 u

---

Record 4
DFT (wB97M-V/def2-TZVPD) results for a 4-piece molecular cluster, C2H11O4 overall in a non-equilibrium geometry.

```
17
Properties=species:S:1:pos:R:3:forces:R:3:lowdin_charge:R:1
C 1.37559 -0.16011 -0.58909 -0.96 1.10 -1.59 -0.32
O 0.53128 -0.88782 0.26708 -1.16 -1.35 0.10 -0.19
C 1.53177 -0.71717 -2.14330 -1.74 1.90 1.89 -0.07
H 2.33933 -0.36800 -0.14619 0.43 0.94 0.16 0.08
H 1.01000 0.89989 -0.66797 0.79 -0.69 0.46 0.11
H 0.74229 -1.39224 -1.90468 -0.42 -1.42 -1.39 0.03
H 2.50375 -1.09045 -2.15674 1.42 -1.21 -0.47 0.01
H 1.35175 -0.07010 -3.05882 -0.10 -0.47 1.55 0.07
H 1.84081 -0.53419 4.10630 -0.36 -0.42 -0.16 0.01
H 1.28158 -0.29603 2.59776 1.08 0.39 1.61 0.06
O 1.86574 0.05081 3.35164 -0.78 -0.01 -1.70 -0.10
H -3.12171 2.41611 -1.12673 0.11 -0.64 1.01 -0.02
H -2.47025 1.01905 -0.53311 -0.59 0.54 0.82 -0.03
O -3.08156 1.88668 -0.29581 0.45 0.12 -1.39 -0.24
H -2.25309 -0.29751 -1.58315 0.15 -0.60 -0.18 -0.07
H -0.48021 -1.01695 0.01679 1.71 1.55 -0.68 0.07
O -1.83901 -0.30041 -0.71655 -0.02 0.26 -0.05 -0.40
```
Positions in Å, forces in eV/Å.

Output
- ΔE to the lowest compared entry with this formula, charge and spin: 191.5 kJ/mol
- Net charge: -1
- Gap between HOMO and LUMO: 0.2976 hartree
- E_HOMO: -4.442 eV
- Spin multiplicity: 1
- Molar mass: 99.1 u

---

Record 5
DFT (wB97M-V/def2-TZVPD) results for C2H12BrO5Pt as an isolated structure in a non-equilibrium geometry.

```
21
Properties=species:S:1:pos:R:3:forces:R:3:lowdin_spin:R:1
Pt 0.95853 0.27393 0.24344 0.75 -0.03 0.17 1.67
Br 3.31990 -0.42489 0.59203 0.66 -0.19 -0.08 0.21
C -1.09743 -1.71352 -0.33669 -1.29 -0.97 -0.04 0.04
C -1.85890 -0.45308 -0.64931 -0.18 -0.25 -0.11 0.06
O -1.33770 0.60319 0.12596 -0.20 -0.37 -0.11 0.18
O 0.28873 -1.65325 -0.47033 0.65 -0.39 -1.38 0.08
H -1.46435 -2.46440 -1.03642 -0.24 -0.30 0.08 0.01
H -1.19046 -2.06092 0.69228 -1.18 0.25 0.09 0.01
H -2.91111 -0.65678 -0.45067 -0.10 -0.02 0.59 0.01
H -1.91204 -0.13672 -1.69104 0.68 -0.39 -0.37 0.01
H -2.07602 1.16388 0.37514 -0.32 1.10 0.55 0.08
H 0.56728 -2.55570 -0.64240 0.86 0.01 0.10 0.01
O 0.50767 -0.28489 2.33797 -0.70 -0.28 0.53 0.13
H 0.97104 -0.91133 2.89393 0.59 -0.47 0.01 0.02
H 0.46185 0.51404 2.86318 -0.18 0.68 0.27 0.04
O 1.16165 2.35016 0.63670 0.23 0.82 0.44 0.17
H 0.33699 2.79102 0.84119 -1.11 0.35 0.22 0.08
H 1.79716 3.06013 0.54557 0.88 0.23 -0.18 0.04
O 1.10057 0.83161 -1.90458 0.12 0.28 -0.76 0.10
H 0.44221 0.81087 -2.59910 -0.58 -0.01 -0.11 0.02
H 1.93444 0.91665 -2.36681 0.65 -0.03 0.07 0.01
```
Positions in Å, forces in eV/Å.

Output
- Net charge: 0
- Expectation value of S²: 3.75
- Gap between HOMO and LUMO (alpha / beta): 0.1188 / 0.3080 hartree
- E_HOMO (alpha / beta): -3.250 / -8.555 eV
- Spin multiplicity: 4
- Molar mass: 391.1 u

---

Record 6
DFT (wB97M-V/def2-TZVPD) results for C2H12CdO6 as an isolated structure in a non-equilibrium geometry.

```
21
Properties=species:S:1:pos:R:3:forces:R:3:lowdin_charge:R:1
Cd 0.24079 0.04346 -0.30111 -2.33 -0.67 2.26 1.31
O -1.27275 -1.36060 0.04119 -0.51 -0.02 0.00 -0.46
C -2.02770 -0.80261 1.08369 0.21 -0.17 0.23 -0.43
C -2.21034 0.76252 1.05236 0.62 0.20 -0.21 -0.41
O -1.11394 1.49699 0.54963 0.12 -0.47 0.17 -0.46
H -1.55882 -1.10106 2.04311 0.10 0.34 0.11 0.07
H -3.02460 -1.27072 1.14716 -0.10 0.16 -0.24 0.08
H -2.38507 1.11509 2.08100 -0.32 -0.27 0.10 0.08
H -3.10882 1.00949 0.46549 -0.09 -0.13 -0.07 0.08
O 1.84802 1.41012 -0.57082 1.97 1.47 -0.57 -0.11
H 2.64070 1.65018 -0.07355 -0.22 -0.08 0.06 0.07
H 1.92642 1.88398 -1.40913 -0.07 -0.04 0.14 0.07
O -0.22181 0.52842 -2.30212 -0.18 0.52 -2.99 -0.11
H -0.58838 -0.11826 -2.92341 -0.11 0.06 0.33 0.08
H -0.25578 1.37535 -2.76887 -0.22 -0.09 0.27 0.08
O 1.42947 -0.45168 1.64020 0.98 -0.02 0.75 -0.09
H 2.17500 -1.05790 1.74162 -0.21 0.02 0.14 0.06
H 1.62099 0.28886 2.23486 -0.31 -0.14 -0.05 0.07
O 1.66090 -1.58310 -1.11674 0.94 -0.68 -0.53 -0.10
H 2.38768 -1.94152 -0.59464 -0.13 -0.04 -0.03 0.05
H 1.83804 -1.87701 -2.01995 -0.14 0.04 0.13 0.07
```
Positions in Å, forces in eV/Å.

Output
- ΔE to the lowest compared entry with this formula, charge and spin: 0.0 kJ/mol
- Net charge: 0
- Gap between HOMO and LUMO: 0.2065 hartree
- E_HOMO: -6.289 eV
- Spin multiplicity: 1
- Molar mass: 244.5 u

---

Record 7
DFT (wB97M-V/def2-TZVPD) results for a 3-piece molecular cluster, C2H12N2O2 overall in a non-equilibrium geometry.

```
18
Properties=species:S:1:pos:R:3:forces:R:3:lowdin_spin:R:1
C 1.73272 1.44103 1.07280 -0.96 -1.95 1.89 0.18
N 1.37116 0.41609 -0.00441 -1.51 2.33 0.47 0.04
C -0.16801 0.38528 -0.23651 1.69 -1.52 1.13 0.21
N -0.69205 -0.93567 0.14536 -1.11 1.29 -3.41 0.03
H 2.75441 1.45105 1.33412 1.71 -0.28 -0.54 0.02
H 1.47223 2.47124 1.05142 -0.71 0.93 -1.18 0.03
H 1.36072 1.20455 2.16434 -0.14 -0.44 -2.21 0.01
H 1.63598 0.75300 -0.95999 0.72 0.20 1.07 0.11
H -0.27799 0.38058 -1.31824 -0.27 0.49 -0.14 0.09
H -0.63312 1.29754 0.22237 0.12 -1.27 -0.28 0.02
H -0.30416 -1.64990 -0.46923 -0.03 0.48 -0.15 0.02
H -0.57213 -1.30795 1.01134 0.63 -0.26 3.32 0.01
H -4.91355 0.38279 -0.34773 -1.19 -1.86 0.32 0.02
H -3.56657 0.73221 -1.06274 -2.11 0.94 1.67 0.04
O -4.35866 1.10654 -0.50090 3.38 0.93 -1.96 0.08
H 3.03151 -2.51546 -0.91247 -0.17 0.66 0.20 0.02
H 2.27019 -1.26461 -0.13559 0.04 -1.30 -0.58 0.01
O 2.30871 -2.26353 -0.32185 -0.10 0.64 0.38 0.07
```
Positions in Å, forces in eV/Å.

Output
- ΔE to the lowest compared entry with this formula, charge and spin: 165.5 kJ/mol
- Net charge: -1
- Expectation value of S²: 0.75
- Gap between HOMO and LUMO (alpha / beta): 0.0978 / 0.3489 hartree
- E_HOMO (alpha / beta): 1.159 / -5.721 eV
- Spin multiplicity: 2
- Molar mass: 96.1 u

---

Record 8
DFT (wB97M-V/def2-TZVPD) results for a 3-piece molecular cluster, C2H12N2O2 overall in a non-equilibrium geometry.

```
18
Properties=species:S:1:pos:R:3:forces:R:3:lowdin_charge:R:1
C 0.93844 -1.00097 -0.54366 -0.59 1.87 2.35 -0.22
C 0.05385 -1.41399 -1.64730 -0.84 0.98 -1.95 -0.27
N -0.24595 -0.21398 -2.59818 -0.69 -1.43 1.04 0.00
N 0.10186 -0.38064 0.71600 -0.74 -3.25 -3.98 0.00
H 1.63414 -1.79457 -0.18229 -0.63 0.54 -0.27 0.12
H 1.49370 -0.15127 -0.93565 0.62 -0.13 0.23 0.10
H 0.68595 -2.04392 -2.24702 -0.18 -0.81 -0.39 0.09
H -0.85423 -1.93464 -1.32194 0.19 0.05 -0.14 0.11
H 0.10509 0.55363 -2.06967 0.13 1.02 0.10 0.01
H -1.25123 -0.00222 -2.74256 0.86 -0.60 0.36 0.07
H -0.39020 -1.29804 0.92326 0.39 1.78 0.53 0.09
H 0.84076 -0.30893 1.33688 1.48 0.23 2.16 0.01
H -0.78050 3.12362 -0.42584 0.09 -1.59 1.38 0.05
H -0.62381 1.61833 0.39188 -0.33 2.37 -0.60 0.02
O -0.80623 2.63150 0.44398 0.30 -1.05 -0.75 -0.15
H -0.40573 0.70375 2.92886 -0.08 -0.80 -0.61 0.00
H -0.28301 1.41608 4.12428 0.17 0.05 0.99 0.04
O -0.21292 0.49627 3.84898 -0.13 0.79 -0.47 -0.06
```
Positions in Å, forces in eV/Å.

Output
- SMILES: NCCN.O.O
- ΔE to the lowest compared entry with this formula, charge and spin: 153.5 kJ/mol
- Net charge: 0
- Gap between HOMO and LUMO: 0.3893 hartree
- E_HOMO: -9.823 eV
- Spin multiplicity: 1
- Molar mass: 96.1 u